C4H12 | ωB97M-V with the def2-TZVPD basis set

XYZ file:
```
16
Properties=species:S:1:pos:R:3:forces:R:3
C -2.2377 1.2526 -1.4491 0.33 0.71 -2.02
C -1.0788 1.9316 -2.2673 1.28 -1.72 0.53
H -2.8398 0.5658 -2.0206 0.21 -0.56 -0.59
H -1.8762 0.7163 -0.5993 0.07 0.11 0.73
H -2.9373 2.0025 -1.2741 -1.30 1.25 1.34
H -0.2516 1.4041 -1.6827 -0.01 1.29 -1.60
H -1.0550 1.6261 -3.3438 0.03 0.02 0.98
H -0.9156 3.0438 -2.2811 -0.60 -1.11 0.63
C 1.0845 -1.8059 2.3474 1.07 -3.20 -3.17
C 2.1482 -1.3551 1.3148 2.38 -0.53 3.35
H 0.4907 -1.0070 2.5540 -2.72 1.97 -0.21
H 0.6195 -2.8242 2.1168 0.01 1.75 0.08
H 1.4827 -1.9179 3.2775 1.88 -0.78 2.57
H 2.6802 -0.5137 1.8980 -0.39 -1.06 -1.46
H 1.7611 -1.0080 0.4346 -1.30 1.21 -2.10
H 2.9252 -2.1109 0.9750 -0.92 0.62 0.94
```
Forces are in eV/Å.

## Properties
* ΔE to the lowest compared entry with this formula, charge and spin: 32.8 kcal/mol
* structure (SMILES): CC.CC
* lowest unoccupied orbital energy: 1.0 eV
* HOMO-LUMO gap: 12.36 eV
* electronic energy: -4341.108 eV
* net charge: 0
* molar mass: 60.14 g mol⁻¹

These are the Löwdin partial charges, in e, on atoms 1 to 2: number 1, C, carries -0.16; number 2, C, carries -0.16

C19H32AuBBrClF4IN5O3P2 | ωB97M-V with the def2-TZVPD basis set

XYZ file:
```
70
Properties=species:S:1:pos:R:3:forces:R:3
Au -0.9754 -0.0596 -0.1557 0.14 0.55 -0.16
C -1.2062 3.4932 2.8413 -0.01 -0.11 0.05
N -0.2928 2.7577 1.9584 -0.06 -0.02 0.09
C 0.8467 2.1236 2.6441 0.08 0.04 0.04
P -0.1612 2.9783 0.3637 0.13 0.88 0.43
O 0.1624 1.7111 -0.3966 -0.28 -1.08 -0.25
O -1.6304 3.5159 -0.0306 -0.16 -0.35 -0.14
P -2.8088 2.5769 -0.6023 0.05 1.24 -0.50
O -2.8104 1.2070 0.0293 0.69 -1.18 0.28
N -4.1197 3.4271 -0.1708 -0.06 -0.22 0.02
C -4.1745 4.8939 -0.1766 0.01 0.08 0.08
C -5.4251 2.7747 -0.3632 -0.06 0.06 -0.05
N -2.5062 2.4590 -2.1929 -0.08 -0.34 -0.02
C -2.7188 1.2249 -2.9547 0.10 0.05 -0.07
C -2.2943 3.6633 -2.9997 0.00 0.02 -0.05
N 0.8777 4.1423 -0.0699 0.19 -0.45 0.11
C 1.1533 5.2580 0.8435 0.01 0.06 -0.02
C 1.8253 3.9942 -1.1778 -0.02 0.17 -0.19
H -0.6614 4.2405 3.4224 0.01 0.00 -0.03
H -1.6736 2.7942 3.5353 0.03 -0.01 -0.01
H -1.9895 3.9835 2.2714 0.01 0.01 -0.01
H 1.4967 2.8734 3.1028 -0.04 -0.01 -0.04
H 1.4236 1.5124 1.9509 0.00 0.04 0.01
H 0.4679 1.4675 3.4269 -0.03 0.00 -0.01
H -3.1861 5.3215 -0.0315 0.00 -0.03 0.01
H -4.8133 5.2254 0.6409 -0.01 -0.02 0.02
H -4.5909 5.2738 -1.1134 0.01 -0.07 0.00
H -5.3221 1.6921 -0.3236 0.01 -0.01 0.00
H -5.8791 3.0579 -1.3168 0.06 0.01 0.02
H -6.0940 3.0792 0.4408 0.03 0.00 0.02
H -3.0222 0.4143 -2.2969 -0.03 0.00 0.01
H -1.8003 0.9366 -3.4726 0.00 0.04 0.02
H -3.5008 1.3689 -3.7020 -0.02 0.01 0.02
H -2.1353 4.5336 -2.3648 0.01 -0.02 0.01
H -3.1512 3.8572 -3.6473 -0.02 -0.02 0.03
H -1.4120 3.5345 -3.6287 0.01 -0.02 0.03
H 0.3431 5.3887 1.5579 -0.01 -0.03 0.00
H 1.2357 6.1796 0.2675 -0.02 -0.03 -0.03
H 2.0879 5.1060 1.3881 -0.01 -0.04 -0.03
H 1.5592 3.1407 -1.7973 0.02 0.01 0.05
H 2.8427 3.8622 -0.7986 -0.07 -0.03 0.02
H 1.8101 4.8899 -1.8007 -0.05 0.01 0.04
Cl -2.0205 -5.4799 -1.2248 -0.01 0.05 0.02
C -2.5233 -4.0453 -0.4396 -0.01 -0.14 -0.04
C -3.6664 -4.0103 0.3391 -0.12 -0.02 0.08
C -4.0279 -2.8171 0.9463 -0.03 -0.07 -0.02
C -3.2426 -1.7014 0.7689 0.21 0.20 0.02
N -2.1271 -1.7584 0.0163 0.09 0.11 0.00
C -1.7656 -2.8996 -0.5889 0.20 0.28 -0.06
H -4.2643 -4.9036 0.4656 0.02 0.01 -0.01
H -4.9176 -2.7516 1.5572 0.04 0.01 -0.01
H -3.4813 -0.7477 1.2174 0.01 -0.02 -0.01
H -0.8706 -2.8979 -1.1911 0.08 0.03 0.04
F 1.2297 -0.6496 1.0344 -0.38 -0.01 -0.17
B 1.5070 -1.7627 0.1653 0.90 -0.30 0.33
F 0.8348 -1.3758 -1.0831 -0.64 0.37 0.17
F 0.9358 -2.9103 0.6557 -0.14 0.30 -0.20
F 2.8649 -1.8676 -0.0664 -0.63 -0.09 0.03
Br 5.9522 1.9355 2.0461 -0.11 0.10 0.03
C 6.5405 0.6593 0.8148 -0.56 -0.41 -0.84
C 7.8113 0.1498 0.9601 0.26 -0.33 -0.22
C 8.2766 -0.8174 0.0707 -0.11 -0.04 -0.11
C 7.4762 -1.3026 -0.9772 0.61 0.00 0.37
C 6.2149 -0.8079 -1.1505 -0.40 0.57 0.42
C 5.7344 0.1878 -0.2662 0.82 -0.22 0.34
I 3.8748 0.8792 -0.6052 -0.66 0.35 -0.05
H 8.4376 0.5014 1.7674 0.04 -0.02 -0.01
H 9.2803 -1.2038 0.1974 -0.05 0.01 0.00
H 7.8535 -2.0658 -1.6446 0.03 0.03 0.04
H 5.5780 -1.1758 -1.9437 -0.01 0.07 0.03
```
Forces are in eV/Å.

## Properties
* ΔE to the lowest compared entry with this formula, charge and spin: 4.7 kcal/mol
* lowest unoccupied orbital energy (alpha / beta): -10.3 / -10.3 eV
* HOMO-LUMO gap (alpha / beta): 2.43 / 2.43 eV
* electronic energy: -158289.786 eV
* net charge: +2
* molar mass: 966.48 g mol⁻¹

These are the Löwdin partial charges, in e, on atoms 1 to 2: number 1, Au, carries 1.31; number 2, C, carries -0.06

C5H13N2 | ωB97M-V with the def2-TZVPD basis set

XYZ file:
```
20
Properties=species:S:1:pos:R:3:forces:R:3
C 1.3874 -0.4271 1.2000 -0.65 -0.58 -0.69
C -0.0751 -0.3809 0.8113 -1.17 -0.36 0.48
C -1.0249 -1.2449 1.2585 1.00 0.72 -0.73
N -0.7819 -2.3755 1.9754 -0.51 0.30 -0.33
C -0.5475 0.6986 -0.1345 1.80 0.89 0.84
C 0.4053 0.7223 -1.3379 -1.63 0.47 -0.81
N -0.1201 1.7948 -2.3292 -0.56 -1.27 -0.66
H 1.5328 -1.1526 1.9917 0.14 0.06 0.25
H 1.8029 0.5254 1.5258 -0.07 0.10 -0.07
H 1.9458 -0.8156 0.3408 0.38 0.19 0.17
H -2.0281 -1.0368 0.9147 -0.30 -0.39 0.28
H -1.4702 -2.8261 2.5411 -0.18 0.00 0.07
H 0.1696 -2.5733 2.1462 0.66 -0.44 0.47
H -1.5904 0.6232 -0.4199 -0.12 -0.42 -0.26
H -0.4610 1.6733 0.3873 0.05 -0.06 -0.24
H 0.2941 -0.2054 -1.8941 0.33 -0.12 -0.01
H 1.4461 0.9620 -1.1842 0.11 -0.01 0.46
H -0.9660 1.4267 -2.7789 0.01 -0.03 0.23
H 0.5016 1.9574 -3.1164 0.40 0.36 0.12
H -0.4202 2.6546 -1.8977 0.31 0.59 0.41
```
Forces are in eV/Å.

## Properties
* ΔE to the lowest compared entry with this formula, charge and spin: 41.5 kcal/mol
* structure (SMILES): C/C(=C\N)CC[NH3+]
* lowest unoccupied orbital energy: -3.6 eV
* HOMO-LUMO gap: 7.34 eV
* electronic energy: -8369.011 eV
* net charge: +1
* molar mass: 101.17 g mol⁻¹

These are the Löwdin partial charges, in e, on atoms 1 to 2: number 1, C, carries -0.05; number 2, C, carries -0.31